# 1
{"formula": "C18H17FeNO2S", "method": "wB97M-V/def2-TZVPD", "multiplicity": 5, "de_lowest_kcal_mol": 0.00, "lumo_energy_ev": [4.275, 4.744], "charge": -2, "homo_lumo_gap_ev": [1.801, 7.467], "symbols": ["Fe", "S", "O", "O", "N", "C", "C", "C", "C", "C", "C", "C", "C", "C", "C", "C", "C", "C", "C", "C", "C", "C", "C", "H", "H", "H", "H", "H", "H", "H", "H", "H", "H", "H", "H", "H", "H", "H", "H", "H"], "positions_angstrom": [[0.387, 1.089, -2.463], [-0.878, -0.040, 0.406], [-0.005, -3.444, 5.834], [-0.292, -5.207, 4.527], [-0.351, -3.981, 4.751], [-1.252, 1.999, -1.672], [0.274, 2.883, -3.206], [0.905, 2.878, -1.892], [-0.838, -3.092, 3.748], [-0.019, 2.182, -0.946], [-0.870, -1.179, 1.738], [2.073, 0.146, -1.879], [-0.904, -1.732, 4.090], [-1.045, 2.304, -3.065], [0.900, -0.053, -3.911], [0.176, -0.808, -2.893], [-0.062, 2.355, 1.627], [2.086, 0.530, -3.264], [0.945, -0.737, -1.676], [-0.969, -0.777, 3.088], [0.227, 1.519, 0.409], [-1.050, -2.579, 1.419], [-1.081, -3.534, 2.427], [1.232, 1.083, 0.450], [0.673, 3.248, -4.148], [0.375, 1.929, 2.500], [-0.788, -1.474, 5.147], [0.326, 3.367, 1.531], [0.833, -1.382, -0.809], [-1.786, 2.161, -3.843], [0.641, 0.028, -4.966], [2.824, 0.371, -1.120], [1.861, 3.351, -1.679], [2.866, 1.113, -3.745], [-1.202, -4.618, 2.252], [-2.186, 1.748, -1.195], [-1.145, 2.357, 1.766], [-1.121, -2.888, 0.365], [-1.034, 0.283, 3.332], [-0.727, -1.398, -3.031]]}



# 2
{"formula": "C4H7NO2", "method": "wB97M-V/def2-TZVPD", "de_lowest_kcal_mol": 7.80, "lumo_energy_ev": 0.765, "homo_lumo_gap_ev": 10.917, "symbols": ["O", "O", "N", "C", "C", "C", "C", "H", "H", "H", "H", "H", "H", "H"], "positions_angstrom": [[0.921, 2.413, -1.359], [0.935, 0.120, -1.082], [-0.704, 1.326, -0.152], [0.447, 1.395, -0.921], [-1.188, -0.030, -0.103], [0.943, -0.995, 1.014], [0.105, -0.800, -0.235], [-1.344, 2.084, -0.330], [-1.896, -0.253, -0.916], [-0.154, -1.790, -0.654], [0.491, -1.591, 1.816], [-1.621, -0.351, 0.845], [1.842, -1.512, 0.673], [1.224, -0.015, 1.404]]}



Number 1: strongest force on any atom 2.907 eV Å⁻¹, energy -2562.90442 a.u.. Number 2: strongest force on any atom 1.190 eV Å⁻¹, energy -361.86843 a.u..